ORCA calculation (ωB97M-V with the def2-TZVPD basis set) on a cluster of 8 separate species, C49H53F7N3O3 in total in a non-equilibrium geometry.

Its frontier orbital gap is 7.78 eV. The lowest unoccupied orbital energy is -0.086 Ha. The energy comes out at -2987.71874 Eh. The highest occupied orbital energy comes out at -0.3717 Ha. The charge is +1.

Element x y z (Å)
C -1.14417 -2.07926 0.37741
C -0.47706 -1.30216 -0.74764
O -0.48892 0.08075 -0.46896
C 0.92296 -1.83339 -0.87855
O 1.63234 -1.07536 -1.89301
N 2.85933 -1.62993 -2.10671
C 3.13535 -2.32478 -3.17530
N 2.16632 -2.48687 -4.09288
N 4.32827 -2.81028 -3.43736
C 5.31823 -2.93759 -2.35221
C 4.92418 -3.91068 -1.24922
C 4.44355 -5.21998 -1.81635
O 5.21712 -5.52091 -2.94974
H -1.72505 -2.90400 0.00132
H -0.36469 -2.49730 1.00312
H -1.76463 -1.42885 0.95728
H -0.98274 -1.49808 -1.68405
H -0.58744 0.52166 -1.32317
H 0.85322 -2.85964 -1.21784
H 1.46036 -1.76287 0.05776
H 3.55994 -1.45068 -1.39816
H 1.41087 -3.07971 -3.77090
H 2.55467 -2.81312 -4.96738
H 4.23829 -3.71184 -3.90146
H 6.24794 -3.25412 -2.78516
H 5.52153 -1.97243 -1.90958
H 5.82843 -4.10745 -0.69444
H 4.23044 -3.51272 -0.52810
H 3.37285 -5.20328 -2.02096
H 4.58571 -5.97632 -1.05508
H 5.21859 -6.47628 -3.10109
F 1.93534 -5.02228 -5.38256
C 0.69121 -5.47834 -5.70888
C -0.11843 -4.69214 -6.50008
C -1.38214 -5.15936 -6.82975
C -1.81327 -6.39172 -6.35981
C -0.97974 -7.16288 -5.56171
C 0.28831 -6.70715 -5.23364
H 0.23581 -3.73182 -6.85363
H -2.02899 -4.56059 -7.45565
H -2.79960 -6.75186 -6.61758
H -1.31590 -8.12228 -5.19391
H 0.95781 -7.29668 -4.62060
F -3.13310 -2.51953 3.03964
C -2.42366 -2.24159 4.15559
C -1.87637 -3.28537 4.87362
C -1.14178 -3.00001 6.01497
C -0.97208 -1.68468 6.42449
C -1.53575 -0.65141 5.68981
C -2.26543 -0.92742 4.54258
H -2.02734 -4.30407 4.54119
H -0.70237 -3.80660 6.58597
H -0.40191 -1.46572 7.31717
H -1.40970 0.37461 6.00992
H -2.70759 -0.13458 3.95306
F -1.07699 3.35397 7.28206
C -2.41045 3.28233 7.07704
C -3.21842 2.77722 8.07536
C -4.58736 2.71071 7.85970
C -5.12710 3.13741 6.65353
C -4.29594 3.63609 5.66073
C -2.92793 3.71430 5.87414
H -2.77832 2.44320 9.00580
H -5.23362 2.32422 8.63582
H -6.19450 3.08024 6.48830
H -4.71262 3.96546 4.71790
H -2.26343 4.10925 5.11537
F 6.08888 -8.46375 -4.19824
C 7.09983 -8.09190 -5.02473
C 6.96519 -6.92552 -5.74313
C 7.99504 -6.52712 -6.58141
C 9.13504 -7.31007 -6.69634
C 9.24733 -8.48602 -5.96578
C 8.22484 -8.88209 -5.11579
H 6.06175 -6.33704 -5.64222
H 7.90745 -5.60787 -7.14426
H 9.93676 -7.00316 -7.35397
H 10.13424 -9.09754 -6.05680
H 8.29624 -9.78995 -4.53172
F -5.41261 4.31980 2.20253
C -4.29393 4.40067 1.45619
C -4.13983 5.45780 0.58260
C -2.98180 5.54072 -0.18035
C -2.00283 4.56315 -0.06648
C -2.17839 3.50465 0.81402
C -3.32631 3.42313 1.58532
H -4.91853 6.20557 0.50403
H -2.84315 6.36780 -0.86241
H -1.10349 4.62830 -0.66454
H -1.41951 2.73792 0.90286
H -3.47271 2.60860 2.28336
F 1.34132 10.23800 6.76652
C 0.98550 8.93971 6.80417
C -0.34998 8.61370 6.92707
C -0.71224 7.27521 6.96147
C 0.25854 6.28590 6.88145
C 1.59623 6.63707 6.76208
C 1.96691 7.97308 6.71856
H -1.09023 9.39982 6.99491
H -1.75597 7.00365 7.05139
H -0.02888 5.24522 6.91152
H 2.35508 5.86827 6.70377
H 3.00323 8.26770 6.61938
F -3.42043 8.05654 -2.62250
C -4.68620 7.78834 -3.01125
C -5.33155 8.67296 -3.85006
C -6.62930 8.38955 -4.24891
C -7.26278 7.23828 -3.80062
C -6.59562 6.36461 -2.95382
C -5.29455 6.63654 -2.55699
H -4.82262 9.56792 -4.18254
H -7.14716 9.06987 -4.91100
H -8.27637 7.02369 -4.11143
H -7.08841 5.46915 -2.59947
H -4.75642 5.96570 -1.90404

Forces on atoms 1 to 6 (eV/Å):
C 0.6 -0.2 -0.3
C -0.2 -0.1 0.2
O 0.0 0.2 -0.4
C 0.1 0.2 -0.5
O -0.1 0.0 -0.2
N 0.4 0.3 1.2